No. 1
{"formula": "C6H8N2O3S", "method": "ωB97M-V/def2-TZVPD", "multiplicity": 1, "homo_lumo_gap_ev": 8.35, "homo_energy_ev": -7.72, "de_lowest_kcal_mol": 49.7, "total_energy_ev": -26307.5852, "elements": ["C", "C", "C", "C", "C", "C", "N", "N", "O", "O", "O", "S", "H", "H", "H", "H", "H", "H", "H", "H"], "positions_angstrom": [[1.8032, -0.4398, -1.2450], [2.9155, 0.3269, -1.2683], [1.9059, 0.2376, 0.9676], [1.2137, -0.5041, 0.0490], [-1.6730, 0.0105, -0.0229], [0.0244, -1.2707, 0.3711], [-2.5587, 2.2756, 0.2384], [-1.5772, 1.2508, 0.3783], [-2.5127, -0.6512, -0.5942], [-0.1219, -1.5473, 1.7173], [-0.4009, -2.2411, -0.4740], [3.2742, 1.0060, 0.2751], [1.4015, -0.9719, -2.0875], [3.5683, 0.5381, -2.0912], [1.6920, 0.3418, 2.0125], [-3.4460, 1.9485, 0.6168], [-2.7023, 2.4790, -0.7508], [-0.7275, 1.5588, 0.8311], [-0.7373, -2.2878, 1.8047], [-1.3413, -2.0597, -0.7280]], "forces_ev_per_a": [[-0.162, -0.115, 0.036], [0.271, 0.321, 0.344], [0.158, 0.032, -0.191], [0.616, 0.069, 0.225], [3.128, -2.961, 0.107], [-3.889, 1.814, -0.209], [-0.102, -0.171, -0.107], [-0.547, 1.258, 0.152], [-0.486, 0.602, -0.001], [0.483, -0.287, -0.148], [0.508, -0.180, 0.123], [-0.395, -0.283, -0.231], [-0.020, -0.067, -0.198], [0.077, 0.006, -0.246], [-0.051, -0.031, 0.232], [0.252, -0.035, -0.057], [0.103, -0.189, 0.227], [-0.133, -0.207, -0.125], [0.048, 0.137, -0.111], [0.140, 0.288, 0.178]]}


No. 2
{"formula": "C19H28HoNO5", "method": "ωB97M-V/def2-TZVPD", "multiplicity": 5, "homo_lumo_gap_ev": [8.14, 8.21], "homo_energy_ev": [-7.98, -8.01], "de_lowest_kcal_mol": 0.0, "s_squared": 6.005, "total_energy_ev": -57678.7398, "elements": ["O", "C", "C", "H", "H", "C", "H", "H", "C", "H", "H", "H", "C", "H", "H", "H", "Ho", "C", "C", "C", "H", "C", "C", "H", "H", "H", "H", "C", "C", "C", "H", "C", "C", "H", "H", "H", "H", "O", "C", "C", "H", "H", "C", "H", "H", "C", "H", "H", "H", "H", "O", "N", "O", "O"], "positions_angstrom": [[-0.0939, -0.0815, 0.6441], [0.9365, -0.6029, -0.3326], [0.4172, 0.2195, -1.4855], [0.8013, -1.6794, -0.4493], [1.9370, -0.3299, 0.0063], [-0.6853, 0.6726, -0.5077], [0.0704, -0.3812, -2.3363], [1.0922, 1.0267, -1.7916], [-2.0142, 0.0870, -0.9224], [-1.9130, -0.9982, -1.0385], [-2.3237, 0.5290, -1.8811], [-2.7939, 0.3023, -0.1883], [-0.7509, 2.1592, -0.2243], [0.2449, 2.5790, -0.0504], [-1.3817, 2.3649, 0.6520], [-1.2037, 2.6704, -1.0852], [-0.0695, 0.0184, 2.9949], [1.2144, 2.0289, 4.0954], [2.2946, 1.0848, 4.0698], [2.7000, 0.9051, 2.7200], [2.8276, 0.6918, 4.9376], [1.8739, 1.7257, 1.8986], [0.9301, 2.4113, 2.7398], [0.2724, 3.2166, 2.4065], [0.8043, 2.4680, 5.0088], [3.5451, 0.3095, 2.3780], [2.0653, 1.9283, 0.8455], [-2.2287, -0.6968, 4.4053], [-2.3316, 0.6144, 3.8288], [-2.4840, 0.4592, 2.4211], [-2.3037, 1.5602, 4.3657], [-2.4814, -0.9587, 2.1301], [-2.3630, -1.6597, 3.3582], [-2.4337, -2.7368, 3.5034], [-2.2402, -0.9605, 5.4608], [-2.6954, 1.2599, 1.7162], [-2.6802, -1.4200, 1.1617], [0.7271, -1.3735, -4.5216], [0.1622, -0.4325, -5.4689], [0.4485, -0.8938, -6.9190], [0.6036, 0.5670, -5.2861], [-0.9236, -0.3540, -5.2736], [1.5492, -1.9618, -6.7628], [0.7520, -0.0571, -7.5555], [-0.4593, -1.3578, -7.3262], [1.3888, -2.4176, -5.2927], [2.5377, -1.5022, -6.9054], [1.4297, -2.7941, -7.4647], [2.3520, -2.6586, -4.8138], [0.7639, -3.3340, -5.2713], [1.1948, -0.8651, 6.8752], [0.5310, -0.5396, 5.9004], [-0.4087, 0.3136, 5.9340], [0.7958, -1.1264, 4.6966]], "forces_ev_per_a": [[0.994, -0.505, -2.072], [0.040, -0.148, 0.983], [-0.136, 0.170, 0.288], [0.168, 0.083, 0.147], [-0.097, -0.267, 0.136], [-0.499, 0.435, -0.443], [0.166, 0.397, 0.203], [-0.184, -0.253, -0.049], [-0.351, 0.035, 0.176], [-0.130, 0.190, -0.056], [0.184, -0.155, 0.214], [0.046, -0.093, -0.158], [-0.127, 0.133, 0.040], [-0.261, -0.075, -0.031], [0.263, -0.036, -0.275], [0.136, -0.147, 0.132], [0.778, -0.035, 0.265], [0.828, -0.113, -0.235], [-0.216, 1.062, -0.327], [-0.773, 0.355, 0.029], [-0.487, -0.064, -0.311], [-0.034, 0.228, 0.816], [0.867, -0.104, -0.124], [0.140, -0.361, 0.237], [-0.046, -0.313, -0.509], [-0.284, 0.094, 0.110], [-0.309, -0.253, 0.251], [-1.121, -0.063, -0.819], [-0.488, -0.779, 0.111], [-0.520, -0.904, 0.110], [-0.025, -0.285, -0.075], [-0.377, 0.692, 0.446], [0.268, 1.139, 0.113], [0.242, 0.324, -0.118], [0.285, 0.280, -0.436], [0.141, -0.260, 0.249], [0.291, 0.218, 0.405], [0.406, -0.195, -1.710], [-0.142, 0.523, 0.265], [-0.282, -0.454, 0.537], [-0.111, -0.459, 0.041], [0.430, -0.051, -0.092], [0.147, 0.574, 0.653], [-0.128, -0.209, 0.094], [0.232, 0.203, -0.051], [-0.253, -0.523, 0.107], [-0.240, -0.206, -0.026], [0.105, 0.194, 0.195], [-0.376, 0.193, -0.126], [0.195, 0.418, 0.151], [-0.800, 0.337, -1.462], [-0.407, -0.129, -0.310], [2.430, -1.366, -0.132], [-0.580, 0.526, 2.443]]}


No. 3
{"formula": "C20H34BrN5O6P", "method": "ωB97M-V/def2-TZVPD", "multiplicity": 1, "homo_lumo_gap_ev": 5.12, "homo_energy_ev": -10.12, "charge": 1, "total_energy_ev": -120350.6334, "elements": ["O", "P", "O", "O", "C", "C", "C", "O", "C", "O", "C", "C", "O", "N", "C", "C", "N", "Br", "H", "H", "H", "H", "H", "H", "H", "H", "H", "H", "H", "H", "H", "H", "H", "H", "H", "H", "H", "N", "C", "C", "C", "C", "H", "H", "H", "H", "H", "N", "C", "C", "C", "C", "H", "H", "H", "H", "H", "N", "C", "C", "C", "C", "H", "H", "H", "H", "H"], "positions_angstrom": [[3.9622, 0.6084, 2.6788], [2.7618, -0.0949, 2.2237], [1.3693, 0.4992, 2.6700], [2.6567, -1.5969, 2.7259], [2.7262, -0.0203, 0.3831], [2.7346, -1.3867, -0.3435], [1.5480, -1.5399, -1.3440], [0.6995, -2.6096, -1.0246], [-0.2204, -2.3487, -0.0148], [-1.1676, -1.4068, -0.4385], [-1.3057, -0.2902, 0.4185], [-2.0969, 0.8420, -0.2864], [-2.3987, 0.5816, -1.6259], [4.0455, -1.6501, -0.9243], [4.6064, -0.6264, -1.8069], [4.0586, 0.7526, -1.5117], [3.8793, 0.8600, -0.0278], [3.4519, 2.6738, 0.3923], [0.9067, -0.0844, 3.2856], [3.4219, -2.1225, 2.4616], [1.8398, 0.5173, 0.0570], [2.5785, -2.1750, 0.3909], [1.9777, -1.7922, -2.3120], [0.9879, -0.6090, -1.4770], [-0.7395, -3.2866, 0.1775], [0.2557, -2.0257, 0.9225], [-1.7979, -0.5586, 1.3570], [-0.3108, 0.0961, 0.6728], [-2.9783, 1.0797, 0.3119], [-1.4730, 1.7340, -0.2724], [-2.9970, -0.1627, -1.7092], [4.0337, -2.5458, -1.3896], [5.6834, -0.5892, -1.6323], [4.4845, -0.8342, -2.8710], [4.7763, 1.5059, -1.8233], [3.1115, 0.9938, -1.9877], [4.7392, 0.5995, 0.4657], [-2.2637, 3.9167, 2.1858], [-3.6145, 3.7276, 2.0449], [-4.2109, 4.9577, 2.0440], [-3.1828, 5.9288, 2.1868], [-1.9945, 5.2580, 2.2712], [-1.5776, 3.1884, 2.2243], [-4.0330, 2.7394, 1.9594], [-5.2672, 5.1439, 1.9511], [-3.3046, 6.9977, 2.2237], [-0.9864, 5.6174, 2.3846], [-1.9856, -5.6553, 2.1439], [-2.9053, -5.6452, 1.1265], [-3.5305, -6.8614, 1.1185], [-2.9710, -7.6342, 2.1724], [-2.0228, -6.8641, 2.7872], [-1.3793, -4.8958, 2.3845], [-3.0354, -4.7786, 0.5004], [-4.3052, -7.1652, 0.4354], [-3.2372, -8.6405, 2.4469], [-1.3759, -7.0703, 3.6222], [-0.4269, 2.4595, -3.2078], [-1.2572, 3.0321, -4.1286], [-0.7228, 4.2423, -4.4827], [0.4785, 4.4097, -3.7441], [0.6336, 3.2931, -2.9671], [-0.5866, 1.5703, -2.7681], [-2.1541, 2.5325, -4.4503], [-1.1470, 4.9334, -5.1907], [1.1484, 5.2522, -3.7799], [1.4066, 3.0224, -2.2663]], "forces_ev_per_a": [[0.088, -0.033, -0.363], [0.620, 0.358, 0.806], [-0.019, -0.377, -0.141], [-0.426, 0.040, -0.570], [-0.001, -0.274, 0.181], [-0.211, -0.205, -0.499], [0.294, 0.143, -0.221], [0.178, -0.134, 0.081], [-0.648, -0.236, 0.072], [0.061, 0.201, 0.183], [0.164, 0.276, -0.164], [0.096, -0.146, 0.459], [0.214, 0.319, -0.347], [0.026, 0.398, 0.311], [0.307, -0.171, -0.067], [0.404, -0.021, -0.122], [-0.729, 0.307, -0.724], [0.280, -0.086, 0.083], [-0.196, 0.119, 0.183], [0.178, -0.189, 0.302], [-0.057, 0.160, 0.149], [-0.077, 0.003, 0.072], [-0.045, 0.001, -0.124], [-0.149, 0.019, 0.068], [0.138, -0.168, -0.087], [0.178, 0.175, -0.032], [-0.045, -0.155, 0.030], [0.047, -0.073, 0.089], [-0.191, -0.037, -0.150], [-0.063, 0.162, -0.169], [-0.063, -0.200, 0.093], [0.104, -0.145, 0.111], [0.070, -0.087, -0.029], [-0.190, 0.032, -0.073], [0.013, 0.083, 0.027], [-0.219, -0.127, 0.137], [-0.070, 0.155, 0.322], [-0.030, 0.025, -0.052], [0.060, -0.037, 0.005], [-0.015, 0.006, -0.017], [-0.005, 0.013, -0.002], [0.024, -0.042, -0.002], [0.022, -0.010, 0.044], [-0.031, 0.005, 0.027], [-0.008, 0.005, -0.001], [-0.006, 0.008, -0.001], [-0.001, 0.016, 0.015], [-0.020, 0.000, -0.020], [0.073, 0.026, 0.019], [-0.016, -0.006, -0.008], [-0.011, -0.012, -0.004], [0.021, 0.026, -0.025], [-0.001, 0.015, 0.054], [-0.024, -0.006, -0.010], [-0.008, -0.005, -0.001], [-0.008, -0.006, 0.000], [-0.002, -0.014, 0.006], [0.110, -0.067, 0.059], [0.029, -0.005, 0.024], [0.006, 0.010, 0.000], [0.033, 0.028, -0.018], [-0.011, -0.109, 0.005], [-0.235, -0.012, -0.022], [-0.016, 0.009, 0.010], [0.002, 0.010, -0.001], [-0.003, 0.015, -0.006], [0.010, 0.034, 0.042]]}


No. 4
{"formula": "C4H8NO3", "method": "ωB97M-V/def2-TZVPD", "multiplicity": 1, "homo_lumo_gap_ev": 7.18, "homo_energy_ev": -3.40, "charge": -1, "de_lowest_kcal_mol": 132.7, "total_energy_ev": -11907.5402, "elements": ["C", "C", "C", "C", "N", "O", "O", "O", "H", "H", "H", "H", "H", "H", "H", "H"], "positions_angstrom": [[-2.4876, 1.1661, -0.2431], [2.0350, -0.8684, 0.8252], [0.5923, 0.3747, -0.8419], [1.7379, -0.6120, -0.6779], [-2.2237, 0.0571, 0.3945], [-2.4622, -1.0825, -0.1544], [-1.6482, 0.0985, 1.5314], [2.3488, -1.2448, -1.5321], [-3.0600, 1.0532, -1.0864], [1.2042, -0.6798, 1.4809], [2.3975, -1.8140, 1.1421], [2.8198, -0.1187, 1.1281], [-0.0110, 0.0025, -1.6964], [0.1716, 0.2729, 0.1178], [1.0256, 1.3243, -0.7411], [-2.4399, 2.0707, 0.3532]], "forces_ev_per_a": [[0.340, 1.129, 1.565], [0.939, 1.782, 0.030], [1.190, -2.807, -0.716], [0.551, -1.612, 0.709], [0.393, -1.249, 0.085], [0.156, 0.496, 0.325], [0.114, -0.188, 0.220], [-0.811, 1.070, 0.548], [-1.121, -0.022, -1.899], [-0.662, 0.302, -0.022], [0.590, -1.106, -0.524], [-0.541, -0.545, -0.274], [0.181, 1.188, 0.562], [-1.798, -0.124, 0.688], [0.353, 1.799, -1.014], [0.126, -0.112, -0.282]]}